{"formula": "H4O2", "method": "wB97M-V/def2-TZVPD", "symbols": ["H", "H", "O", "H", "H", "O"], "coordinates": [[-0.7472, -1.2726, -0.3763], [-0.5273, -1.7393, 0.2326], [-0.9334, -0.3857, -0.9471], [0.2458, 1.0335, 1.2289], [0.4679, 0.1596, 0.0706], [0.9790, 0.6097, 0.7656]], "mulliken_charge": [0.042, 0.451, -0.508, 0.330, 0.331, -0.646], "energy_ha": -152.6278, "homo_energy_ev": -11.161, "multiplicity": 1, "e_above_lowest_kj_mol": 648.92, "gap_ev": 7.27}